Record 1
# C29H30ClCuN3O8P2Si

A structure of composition C29H30ClCuN3O8P2Si (ωB97M-V/def2-TZVPD, the OMol25 dataset).

Each line ends with the Mulliken charge.
Cartesian coordinates (Å):
1 H -0.274 -3.708 1.433  0.2839
2 C 1.558 2.880 -0.459  -0.8673
3 H -0.832 -3.047 -0.963  0.4082
4 H 1.568 -0.229 -4.031  0.1235
5 H 1.414 -1.235 -6.394  0.3050
6 H 2.432 -0.762 3.075  0.1978
7 H 3.010 0.961 -2.501  0.3767
8 C -2.191 4.281 1.774  -0.9142
9 C 4.110 1.159 -6.974  -0.4787
10 H 4.401 -4.604 1.043  0.3033
11 C 1.503 -3.733 3.635  -0.9726
12 O 2.502 3.806 -3.678  -0.5385
13 O -6.162 1.675 2.138  -0.4348
14 H 4.908 2.547 -5.324  0.3559
15 H 1.036 -4.755 3.531  0.2929
16 C 3.268 1.213 -4.485  0.1409
17 N 0.870 5.756 -0.136  -0.6052
18 H 2.114 1.998 -0.039  0.3620
19 C -1.883 2.827 1.644  0.1180
20 O -3.553 2.202 3.226  -0.5414
21 O 0.717 0.242 0.828  -0.3262
22 C 3.106 0.092 -7.272  -0.3344
23 C -1.262 5.284 1.162  -0.5510
24 N 3.339 1.713 -3.125  -0.3427
25 H -3.094 4.669 2.321  0.4285
26 H -5.192 -2.479 1.248  1.2071
27 O -2.002 -5.150 0.340  -0.3882
28 C -2.894 1.822 2.273  0.2598
29 C -1.815 -1.561 0.448  -0.1893
30 P -3.258 -4.145 -0.171  0.4105
31 O -7.023 -0.983 2.362  -0.4542
32 H 3.094 -0.833 1.377  0.0464
33 C 2.263 0.141 -4.831  -0.0428
34 C 3.130 -1.339 2.397  -0.7114
35 H 0.515 1.785 -2.174  0.2610
36 H 0.023 -1.442 -0.792  0.0942
37 Cl -3.004 -4.072 -2.266  -0.1439
38 C 1.770 6.025 0.713  0.6687
39 H -6.230 1.642 1.157  0.4247
40 H 4.784 1.491 -7.804  0.3461
41 C 2.169 -0.430 -6.184  -0.6166
42 H 4.202 -1.336 2.750  0.4259
43 C 2.365 2.822 -2.986  0.2899
44 H 0.464 3.594 -2.238  0.4278
45 N -5.495 0.081 4.203  -0.3492
46 C 4.186 1.735 -5.598  -0.1891
47 C 0.262 3.282 0.332  0.0718
48 C -0.540 -2.238 -0.231  -0.9149
49 C 1.140 2.713 -1.997  -0.3755
50 C -4.262 -1.833 1.176  -1.3120
51 C -3.062 -2.413 0.510  -0.1779
52 C -1.714 -0.174 0.993  0.3607
53 H -5.642 1.044 4.548  0.3498
54 C -2.964 0.379 1.669  -0.0220
55 H -1.480 6.380 1.280  0.4488
56 Si 2.553 -3.167 2.149  0.6569
57 C -4.206 -0.446 1.777  0.6032
58 H 4.914 -3.823 2.687  0.3129
59 H 3.778 -5.276 2.601  0.2932
60 O 2.720 6.148 1.372  -0.3519
61 H 0.632 -3.008 3.776  0.2498
62 C -0.401 0.720 0.901  0.7479
63 Cu -4.709 -4.066 2.548  0.7478
64 H 3.019 -0.400 -8.288  0.3085
65 H 2.126 -3.649 4.580  0.3739
66 C -0.667 2.275 0.956  0.2467
67 C 4.085 -4.307 2.084  -1.0980
68 H 2.279 3.761 -0.421  0.3656
69 H -2.347 -5.572 1.159  0.3276
70 O 1.663 -3.148 0.633  -0.5053
71 C -0.049 4.758 0.460  0.3504
72 P -5.786 0.133 2.646  0.8804
73 C 0.308 -2.846 0.997  0.1199
74 H 0.341 -1.999 1.765  0.0531
75 H -6.648 -1.830 2.684  0.3216

Charge: +2
Energy, eV: -135004.2791
<S²>: 0.756
Largest force on an atom, eV Å⁻¹: 4.725
2S+1: 2

Record 2
# C30H47O14P3S

A cluster of 4 separate species, C30H47O14P3S in total (ωB97M-V/def2-TZVPD, the OMol25 dataset).

Each line ends with the Mulliken charge.
Cartesian coordinates (Å):
1 S -0.291 0.579 4.855  -0.0130
2 H 9.611 -4.351 -2.910  0.2772
3 H 4.077 -3.805 -6.495  0.1394
4 H 2.173 0.136 -0.917  0.5456
5 H 2.196 -2.762 -3.822  0.1927
6 C -0.899 -1.437 2.151  0.8545
7 H 0.633 -1.934 -3.684  0.3667
8 H 0.378 -0.374 6.912  0.4474
9 C -1.638 -1.170 -0.153  -0.6717
10 O 1.751 -5.179 -5.678  -0.7249
11 H 0.240 -2.958 -8.908  0.2679
12 H -3.628 10.320 3.413  0.2737
13 H -5.593 0.114 1.153  0.3716
14 H -3.229 5.679 1.057  0.3051
15 H -4.027 -1.298 0.698  0.3289
16 H -5.336 3.908 3.102  0.5644
17 O 1.026 -2.716 -5.542  -0.3005
18 C -5.052 2.864 3.048  -0.3693
19 C -0.249 -0.914 -0.569  -0.0367
20 H -2.492 9.541 4.537  0.2377
21 H -6.223 2.481 1.295  0.4046
22 P 6.645 -3.759 -2.711  0.8615
23 H 1.941 -0.246 4.860  0.5766
24 C 0.715 -0.529 0.500  0.3833
25 H -6.913 9.928 0.930  0.2466
26 O 7.236 -2.441 -2.497  -0.7497
27 H 7.688 -5.586 -0.594  0.2735
28 H -0.737 -2.305 -7.564  0.2500
29 H -3.143 0.557 4.635  0.0914
30 H -3.805 2.946 4.779  0.3935
31 C 2.852 0.360 1.119  -0.8874
32 C -3.828 0.975 3.907  0.2708
33 H 3.605 -2.095 -6.679  0.2650
34 H 4.214 -3.014 -8.075  0.3128
35 H 0.805 -1.562 4.568  0.3921
36 C -3.934 -1.305 2.836  -0.7588
37 C -4.190 2.315 3.988  -0.8784
38 O 5.370 -3.762 -3.629  -0.0506
39 C -4.315 0.159 2.890  0.3139
40 O 7.637 -4.822 -3.367  -0.3055
41 H -4.050 6.387 -0.351  0.2670
42 C -0.494 -3.197 -8.141  -0.5889
43 C 2.520 0.170 2.456  -0.8867
44 H -0.984 -2.160 5.757  0.2029
45 H -6.763 8.166 0.758  0.3033
46 H -1.077 0.612 7.092  0.4105
47 C -2.964 9.470 3.561  -0.6098
48 O -5.358 9.119 1.967  -0.3153
49 O 0.089 -1.005 -1.734  -0.6057
50 H 3.218 0.455 3.233  0.3855
51 C 1.144 -2.792 -4.105  -0.5320
52 O -3.459 7.757 1.099  -0.2941
53 P -4.525 7.807 2.283  1.0021
54 C -3.255 6.529 0.380  -0.6019
55 H -1.534 -1.886 7.407  0.4013
56 O 6.116 -4.512 -1.418  -0.2936
57 H 4.244 -5.380 -2.943  0.2979
58 H 9.316 -5.167 -4.463  0.2400
59 O -3.708 8.245 3.554  -0.3413
60 O -1.038 -2.088 3.167  -0.5860
61 C -3.406 -1.750 1.472  -1.2500
62 H -2.301 6.623 -0.132  0.2408
63 H 3.801 -4.717 -4.521  -0.2246
64 H -3.225 -1.526 3.629  0.1747
65 C -0.604 -0.159 6.486  -0.5653
66 C 7.044 -4.740 -0.352  -0.7273
67 C 3.628 -3.072 -7.162  -0.4449
68 C 1.036 -0.527 4.320  -0.5988
69 H 3.811 0.778 0.843  0.4370
70 H -2.198 9.454 2.785  0.2793
71 O -5.290 6.575 2.449  -0.6196
72 C 0.383 -0.737 1.844  0.4397
73 H 8.920 -3.442 -4.270  0.3276
74 H -1.395 -3.588 -8.606  0.2442
75 H -5.621 9.250 -0.088  0.2673
76 H -4.831 -1.895 3.047  0.4158
77 H 5.264 -5.713 -4.367  0.3069
78 H -2.440 -1.213 6.038  0.1180
79 C -5.546 2.059 2.028  -0.8849
80 C -5.182 0.722 1.951  -0.1587
81 P 1.308 -4.004 -6.428  0.9004
82 C -1.983 -1.401 1.121  0.8624
83 C -1.443 -1.426 6.421  -0.8223
84 H 0.693 -3.708 -3.729  0.3508
85 C 1.296 -0.377 2.845  0.0414
86 C -6.213 9.105 0.817  -0.6455
87 O 0.002 -4.229 -7.278  -0.3595
88 C 4.633 -4.974 -3.874  -0.1314
89 O 2.305 -3.464 -7.540  -0.3304
90 H -2.379 -1.196 -0.944  0.4764
91 H 7.647 -3.850 -0.171  0.3430
92 H 6.461 -4.968 0.535  0.2456
93 H -3.517 -2.832 1.356  0.4285
94 C 1.943 0.008 0.131  -0.7940
95 C 8.950 -4.410 -3.774  -0.6599

SMILES string: CCSCc1cccc2c1C(=O)C(CCc1ccccc1)=CC2=O.COP(=O)(OC)OC.COP(=O)(OC)OC.COP(=O)(OC)OC
Energy, eV: -99246.7653
Largest force on an atom, eV Å⁻¹: 0.366
2S+1: 1

Record 3
# C10H20NO2

The ion C10H20NO2 with charge -1 (ωB97M-V/def2-TZVPD, the OMol25 dataset).

Each line ends with the Mulliken charge.
Cartesian coordinates (Å):
1 H -0.248 -2.580 -0.449  0.3121
2 H -3.901 0.469 0.739  0.3719
3 H -1.673 -0.802 -2.499  0.2970
4 C 3.153 0.299 0.963  -0.5565
5 H 3.648 0.233 1.938  0.3252
6 H -0.532 -0.847 -0.248  -0.3486
7 H -0.908 1.144 -1.112  0.1815
8 H 1.650 1.495 2.003  0.3939
9 H -2.287 1.897 1.488  0.4255
10 C 1.739 0.868 1.110  -0.1880
11 O -2.200 -2.103 -0.171  -0.3737
12 O -3.059 -1.674 1.830  -0.5971
13 C -1.824 1.142 0.847  -0.5202
14 H -1.334 -2.535 -2.676  0.3609
15 H -2.999 0.247 -0.766  0.3389
16 C 1.285 1.752 -0.092  -0.3619
17 H 1.038 0.031 1.232  -0.2752
18 H -1.104 0.620 1.482  0.1732
19 H 1.187 1.056 -0.972  0.0965
20 H 3.746 0.999 0.358  0.2888
21 C -0.987 -1.603 -2.222  -1.3060
22 H 0.001 -1.361 -2.623  0.3248
23 H -1.799 2.619 -0.690  0.3379
24 C -2.932 0.183 0.324  -0.4871
25 H 2.161 2.395 -0.314  0.3835
26 H 2.497 -1.764 0.805  0.2565
27 C -2.735 -1.244 0.757  0.4400
28 H 4.184 -1.529 0.341  0.3883
29 C -0.914 -1.755 -0.719  0.5882
30 N 0.130 2.553 0.075  -0.9311
31 C -1.060 1.894 -0.288  -0.5198
32 C 3.186 -1.079 0.301  -1.0616
33 H 2.892 -1.019 -0.751  0.2422

Charge: -1
Largest force on an atom, eV Å⁻¹: 0.272
2S+1: 1
Relative energy (zero: lowest compared OMol25 entry of this formula, charge and spin), kcal per mole: 60.2